Entry 1
DFT (wB97M-V/def2-TZVPD) results for the molecule C3H4O3.

Positions of all 10 atoms, in Å:
1 C -0.014 -0.008 0.221
2 C 1.168 -0.951 0.048
3 C 2.351 -0.605 0.420
4 O 3.439 -0.480 0.812
5 O 0.270 1.322 -0.834
6 O 1.257 2.062 -0.303
7 H -0.288 0.336 1.300
8 H -0.798 -0.537 -0.218
9 H 1.101 -1.660 -0.765
10 H -0.494 2.011 -0.846

As for the multiplicity: 1. The HOMO energy is -8.3 eV.

These are the natural (NBO) partial charges, in e, on atoms 1 to 5: number 1, C, carries -0.074; number 2, C, carries -0.623; number 3, C, carries 0.798; number 4, O, carries -0.410; number 5, O, carries -0.285

***

Entry 2
DFT (wB97M-V/def2-TZVPD) results for a structure of composition C3H4O3.

Positions of all 10 atoms, in Å:
1 O 0.604 1.097 1.142
2 C 0.459 0.036 0.256
3 C -0.886 -0.702 0.260
4 O -0.984 -0.540 -1.181
5 C 0.073 0.330 -1.205
6 O 0.430 1.028 -2.100
7 H 1.543 1.286 1.255
8 H 1.293 -0.675 0.296
9 H -1.684 -0.149 0.761
10 H -0.887 -1.755 0.548

As for the multiplicity: 1. The HOMO energy is -10.3 eV.

These are the natural (NBO) partial charges, in e, on atoms 1 to 5: number 1, O, carries -0.685; number 2, C, carries -0.031; number 3, C, carries -0.093; number 4, O, carries -0.485; number 5, C, carries 0.754

***

Entry 3
DFT (wB97M-V/def2-TZVPD) results for a cluster of 2 separate species, C3H4O3 in total.

Positions of all 10 atoms, in Å:
1 C -1.164 0.489 -2.208
2 C -0.844 -0.657 -2.084
3 C 0.838 -0.290 1.317
4 O 1.164 -1.121 0.528
5 O 1.073 -0.376 2.617
6 O 0.180 0.835 0.997
7 H -1.445 1.489 -2.376
8 H -0.546 -1.650 -1.914
9 H 0.753 0.411 3.080
10 H -0.010 0.869 0.044

As for the structure (SMILES): O=C(O)O.C#C. As for the multiplicity: 1. The HOMO energy is -10.9 eV.

These are the natural (NBO) partial charges, in e, on atoms 1 to 5: number 1, C, carries -0.286; number 2, C, carries -0.193; number 3, C, carries 0.980; number 4, O, carries -0.617; number 5, O, carries -0.667

***

The structure with the most favorable energy is entry 2; the runner-up is 61.0 kJ/mol above it.

***

Entry 1
DFT (wB97M-V/def2-TZVPD) results for the molecule C3H4O3.

Positions of all 10 atoms, in Å:
1 O -0.300 -1.347 -1.132
2 C 0.041 -0.358 -0.288
3 C 1.067 -0.418 0.604
4 O 1.641 0.788 0.786
5 C -0.998 0.643 -0.018
6 O -2.088 0.502 -0.550
7 H -1.226 -1.141 -1.359
8 H 1.267 1.210 -0.019
9 H 1.438 -1.261 1.183
10 H -0.843 1.383 0.793

As for the structure (SMILES): O=C/C(O)=C\O. As for the multiplicity: 1. The HOMO energy (alpha / beta) is -8.7 / -8.7 eV.

These are the natural (NBO) partial charges, in e, on atoms 1 to 5: number 1, O, carries -0.652; number 2, C, carries 0.040; number 3, C, carries 0.178; number 4, O, carries -0.627; number 5, C, carries 0.304

***

Entry 2
DFT (wB97M-V/def2-TZVPD) results for a structure of composition C3H4O3.

Positions of all 10 atoms, in Å:
1 C 1.547 -1.124 -0.057
2 C 1.084 0.109 0.026
3 C -0.371 0.596 -0.056
4 O 3.336 -0.771 -0.144
5 O 1.973 1.082 -0.104
6 O 3.232 0.533 0.244
7 H 1.361 -2.127 0.167
8 H -0.269 1.397 -0.843
9 H -0.495 1.061 0.856
10 H -1.184 -0.140 -0.239

As for the multiplicity: 1. The HOMO energy is -8.8 eV.

These are the natural (NBO) partial charges, in e, on atoms 1 to 5: number 1, C, carries -0.017; number 2, C, carries 0.247; number 3, C, carries -0.636; number 4, O, carries -0.284; number 5, O, carries -0.235

***

Entry 3
DFT (wB97M-V/def2-TZVPD) results for the molecule C3H4O3.

Positions of all 10 atoms, in Å:
1 O -1.553 -0.559 -1.296
2 C -1.178 0.205 -0.188
3 C 0.283 -0.151 0.157
4 O 0.780 -1.057 -0.486
5 C 1.506 0.345 0.952
6 O 2.214 1.227 0.543
7 H -0.730 -0.841 -1.729
8 H -1.280 1.280 -0.390
9 H -1.868 -0.041 0.632
10 H 1.823 -0.376 1.731

As for the structure (SMILES): O=CC(=O)CO. As for the multiplicity: 1. The HOMO energy is -10.2 eV.

These are the natural (NBO) partial charges, in e, on atoms 1 to 5: number 1, O, carries -0.697; number 2, C, carries -0.154; number 3, C, carries 0.450; number 4, O, carries -0.518; number 5, C, carries 0.368

***

The structure with the most favorable energy is entry 3; the runner-up is 30.4 kJ/mol above it.

***

Entry 1
DFT (wB97M-V/def2-TZVPD) results for the molecule C5H11N3.

Positions of all 19 atoms, in Å:
1 C -1.042 0.182 0.284
2 C -0.970 -1.005 -0.827
3 C 0.522 0.681 -1.121
4 C 1.398 1.421 -0.241
5 C 0.419 0.468 0.441
6 H -1.724 0.439 2.263
7 H -2.219 -1.032 1.671
8 H -1.661 1.133 0.111
9 H -1.678 -1.285 -1.657
10 H -0.832 -1.952 -0.324
11 H 0.112 -0.618 -2.603
12 H -0.370 1.333 -1.393
13 H 1.340 2.529 -0.274
14 H 2.394 1.056 -0.028
15 H 1.120 -1.396 0.788
16 H 0.901 -0.511 2.110
17 N -1.421 -0.271 1.559
18 N 0.288 -0.696 -1.585
19 N 1.227 -0.487 1.186

As for the structure (SMILES): N[C@@H]1CN[C@@H]2C[C@@]12N. As for the multiplicity: 1. The HOMO energy is -7.9 eV.

These are the natural (NBO) partial charges, in e, on atoms 1 to 5: number 1, C, carries -0.073; number 2, C, carries -0.259; number 3, C, carries -0.048; number 4, C, carries -0.373; number 5, C, carries 0.024

***

Entry 2
DFT (wB97M-V/def2-TZVPD) results for the molecule C5H11N3.

Positions of all 19 atoms, in Å:
1 C 2.182 0.418 0.158
2 C 0.352 0.636 -1.488
3 N 0.822 0.846 -0.130
4 C -1.374 -0.608 0.671
5 N -0.746 -1.778 1.023
6 C -0.018 1.190 0.924
7 C -2.454 -0.628 -0.122
8 N -1.057 0.579 1.368
9 H -0.765 -2.484 0.298
10 H 0.117 -1.585 1.517
11 H 0.396 2.022 1.519
12 H 2.592 0.960 1.017
13 H 2.857 0.596 -0.684
14 H 2.193 -0.653 0.383
15 H -0.585 1.170 -1.671
16 H 0.221 -0.431 -1.689
17 H 1.089 1.013 -2.206
18 H -2.855 -1.555 -0.512
19 H -2.967 0.292 -0.376

As for the structure (SMILES): C=C(N)/N=C\N(C)C. As for the multiplicity: 1. The HOMO energy is -7.7 eV.

These are the natural (NBO) partial charges, in e, on atoms 1 to 5: number 1, C, carries -0.396; number 2, C, carries -0.397; number 3, N, carries -0.500; number 4, C, carries 0.305; number 5, N, carries -0.822

***

Entry 3
DFT (wB97M-V/def2-TZVPD) results for the molecule C5H11N3.

Positions of all 19 atoms, in Å:
1 C 0.517 -0.533 1.777
2 C -0.867 -1.937 -1.883
3 N -0.504 0.997 0.068
4 C 0.721 0.464 0.662
5 N -1.237 1.989 0.688
6 C -0.378 -0.655 -1.282
7 C 1.898 1.106 0.509
8 N -1.233 0.110 -0.607
9 H -1.967 2.276 0.039
10 H -0.640 2.793 0.859
11 H 0.464 -0.189 -1.809
12 H -0.497 -0.517 2.185
13 H 0.696 -1.543 1.397
14 H 1.196 -0.351 2.616
15 H 2.037 1.857 -0.260
16 H 2.737 0.903 1.164
17 H -1.292 -1.747 -2.873
18 H -0.024 -2.623 -1.995
19 H -1.630 -2.400 -1.253

As for the structure (SMILES): C=C(C)N(N)/N=C/C. As for the multiplicity: 1. The HOMO energy is -7.0 eV.

These are the natural (NBO) partial charges, in e, on atoms 1 to 5: number 1, C, carries -0.678; number 2, C, carries -0.660; number 3, N, carries -0.155; number 4, C, carries 0.168; number 5, N, carries -0.653

***

The structure with the most favorable energy is entry 2; the runner-up is 223.9 kJ/mol above it.

***

Entry 1
DFT (wB97M-V/def2-TZVPD) results for the molecule C5H11N3.

Positions of all 19 atoms, in Å:
1 C -1.097 -0.719 -0.909
2 C 1.648 -1.211 0.462
3 N 1.036 0.085 0.694
4 C -0.602 0.353 0.077
5 C 0.397 1.276 -0.419
6 N -1.906 -1.747 -0.282
7 C 0.724 2.519 -0.658
8 N -1.561 0.818 0.886
9 H 1.396 0.593 1.495
10 H -1.223 1.577 1.477
11 H -1.347 -2.291 0.368
12 H -2.629 -1.286 0.262
13 H -1.706 -0.200 -1.654
14 H -0.266 -1.182 -1.444
15 H 1.001 -2.010 0.838
16 H 1.818 -1.390 -0.602
17 H 2.604 -1.264 0.984
18 H -0.044 3.232 -0.941
19 H 1.757 2.848 -0.633

As for the multiplicity: 1. The HOMO energy is -7.6 eV.

These are the natural (NBO) partial charges, in e, on atoms 1 to 5: number 1, C, carries -0.242; number 2, C, carries -0.417; number 3, N, carries -0.589; number 4, C, carries 0.228; number 5, C, carries 0.230

***

Entry 2
DFT (wB97M-V/def2-TZVPD) results for a cluster of 2 separate species, C5H11N3 in total.

Positions of all 19 atoms, in Å:
1 C 1.687 1.815 -0.177
2 C 2.372 -1.650 -0.012
3 C 1.384 0.557 0.064
4 C -2.059 0.885 -0.504
5 C -0.673 0.144 1.242
6 N 1.640 -0.661 -0.375
7 N -1.536 -1.494 -0.424
8 N -1.473 -0.245 0.207
9 H 2.577 2.065 -0.893
10 H 1.061 2.593 0.211
11 H 1.998 -2.501 -0.595
12 H 3.027 -1.728 0.862
13 H -2.821 0.542 -1.271
14 H -2.779 1.523 0.101
15 H -1.155 1.495 -0.997
16 H -0.281 -0.522 1.972
17 H -0.689 1.203 1.543
18 H -0.904 -1.822 -1.252
19 H -1.374 -2.198 0.298

As for the multiplicity: 1. The HOMO energy (alpha / beta) is -6.8 / -6.8 eV.

These are the natural (NBO) partial charges, in e, on atoms 1 to 5: number 1, C, carries -0.610; number 2, C, carries -0.167; number 3, C, carries 0.115; number 4, C, carries -0.451; number 5, C, carries -0.078

***

The structure with the most favorable energy is entry 1; the runner-up is 175.9 kJ/mol above it.